A 2-piece molecular cluster, C22H20N4O3S overall in a non-equilibrium geometry, computed with the ωB97M-V functional and the def2-TZVPD basis.

XYZ file:
```
50
Properties=species:S:1:pos:R:3:lowdin_charge:R:1
C 2.33 -0.34 5.80 -0.07
N 0.91 -0.59 6.00 -0.23
C 0.55 -1.07 7.32 -0.07
C 0.06 -0.73 4.91 -0.24
C 0.43 -1.49 3.78 0.03
C -0.32 -1.41 2.62 0.01
N -1.41 -0.58 2.51 -0.05
C -2.05 -0.37 1.29 -0.13
C -2.30 -1.42 0.36 -0.51
C -3.29 -1.23 -0.79 -0.19
C -3.30 -2.18 -1.83 -0.04
C -4.28 -2.14 -2.84 -0.08
C -5.25 -1.12 -2.85 -0.09
C -5.20 -0.13 -1.85 -0.09
C -4.22 -0.18 -0.85 -0.04
O -1.74 -2.53 0.44 -0.06
C -1.81 0.12 3.63 -0.01
C -1.16 -0.02 4.84 0.02
H 2.48 0.27 4.90 0.09
H 2.73 0.21 6.66 0.09
H 2.92 -1.27 5.69 0.09
H -0.53 -1.12 7.42 0.09
H 0.98 -2.07 7.52 0.09
H 0.95 -0.38 8.08 0.08
H 1.29 -2.14 3.76 0.12
H -0.06 -1.96 1.73 0.12
H -2.41 0.65 1.13 0.10
H -2.54 -2.97 -1.84 0.12
H -4.27 -2.90 -3.62 0.10
H -5.99 -1.07 -3.65 0.10
H -5.94 0.67 -1.84 0.10
H -4.17 0.57 -0.05 0.10
H -2.67 0.77 3.48 0.14
H -1.52 0.54 5.70 0.12
O 4.79 2.31 -8.21 0.06
N 4.94 2.76 -7.05 -0.32
O 5.74 3.69 -6.77 0.04
C 4.16 2.25 -5.96 -0.16
C 4.33 2.85 -4.71 0.01
C 3.49 2.51 -3.67 0.00
C 2.46 1.55 -3.85 -0.23
N 1.58 1.34 -2.81 0.10
C 0.77 0.67 -2.22 -0.70
S -0.30 -0.09 -1.37 0.90
C 2.33 0.92 -5.11 0.01
C 3.18 1.26 -6.16 0.01
H 5.11 3.59 -4.58 0.12
H 3.56 3.00 -2.70 0.12
H 1.54 0.19 -5.26 0.12
H 3.11 0.79 -7.14 0.12
```

Values from the calculation:
- HOMO energy: -6.99 eV
- Orbital gap: 5.96 eV

C31H44FeN4P2 as an isolated structure in a non-equilibrium geometry, computed with the ωB97M-V functional and the def2-TZVPD basis.

XYZ file:
```
82
Properties=species:S:1:pos:R:3:mulliken_spin:R:1
Fe 1.57 0.65 1.30 3.25
C 0.37 -4.67 -1.32 0.00
C 0.62 -3.38 -1.61 0.00
C -0.03 -2.18 -1.00 0.02
C -0.37 -2.30 0.49 0.08
C -1.75 -2.81 0.92 0.00
C -2.52 -3.67 0.27 0.00
C -2.22 -4.32 -1.02 0.00
C -1.00 -5.29 -1.09 0.00
C 1.81 0.50 3.40 -0.02
H 1.21 -5.39 -1.24 0.00
H 1.40 -3.10 -2.33 0.00
H -0.88 -1.86 -1.60 0.00
H 0.74 -1.41 -1.16 -0.02
H 0.41 -2.88 1.01 -0.04
H -0.21 -1.28 0.93 -0.06
H -2.09 -2.38 1.87 0.00
H -3.53 -3.86 0.64 0.00
H -2.04 -3.58 -1.79 0.00
H -3.10 -4.92 -1.27 0.00
H -0.82 -5.86 -0.16 0.00
H -1.34 -6.11 -1.76 0.00
H 2.48 -0.24 3.88 -0.01
H 0.84 0.03 3.74 0.01
H 1.98 1.35 4.07 0.01
P -0.87 1.66 1.48 0.01
P 1.43 1.41 -1.24 -0.02
N -2.77 1.20 1.41 0.02
N -1.39 3.23 2.12 0.00
N 0.22 1.10 -2.71 0.01
N 2.35 2.51 -2.39 -0.01
C -0.94 2.20 -0.23 -0.05
C 0.44 2.79 -0.54 0.03
C -3.46 0.47 2.37 0.00
C -4.84 0.59 2.15 0.00
C -5.01 1.41 0.99 0.00
C -3.72 1.77 0.57 0.00
C -0.99 3.68 3.37 0.00
C -1.50 4.96 3.55 0.00
C -2.24 5.31 2.38 0.00
C -2.19 4.22 1.53 0.00
C 0.13 -0.04 -3.50 0.00
C -0.91 0.09 -4.42 0.00
C -1.48 1.37 -4.21 0.00
C -0.75 1.98 -3.19 0.00
C 2.17 2.93 -3.72 0.00
C 2.94 4.06 -3.95 0.00
C 3.62 4.36 -2.75 0.00
C 3.25 3.41 -1.81 -0.01
H -1.72 2.90 -0.55 0.01
H -1.12 1.27 -0.79 -0.02
H 0.39 3.68 -1.20 -0.01
H 0.97 3.10 0.39 0.02
H -2.92 -0.08 3.14 0.00
H -5.64 0.15 2.73 0.00
H -5.92 1.72 0.50 0.00
H -3.47 2.41 -0.25 0.00
H -0.40 3.04 4.00 0.00
H -1.37 5.58 4.43 0.00
H -2.72 6.25 2.15 0.00
H -2.69 4.08 0.58 0.00
H 0.85 -0.85 -3.39 0.00
H -1.26 -0.66 -5.12 0.00
H -2.34 1.81 -4.71 0.00
H -0.88 2.97 -2.76 0.00
H 1.51 2.40 -4.41 0.00
H 2.99 4.61 -4.90 0.00
H 4.31 5.19 -2.57 0.00
H 3.54 3.27 -0.77 0.00
C 4.37 -2.94 0.75 0.03
C 2.94 -3.03 1.31 -0.05
C 2.89 -4.25 2.26 0.04
C 2.48 -1.72 1.95 0.69
H 5.05 -2.71 1.58 -0.01
H 4.45 -2.18 -0.04 0.00
H 4.66 -3.92 0.33 0.00
H 2.25 -3.23 0.46 0.06
H 3.61 -4.11 3.07 0.00
H 1.89 -4.39 2.66 -0.01
H 3.19 -5.17 1.73 0.01
H 1.81 -1.91 2.80 0.02
H 3.30 -1.02 2.20 0.00
```

Values from the calculation:
- HOMO energy (spin up / spin down): -7.60 / -7.79 eV
- 2S+1: 5
- <S²>: 6.07
- Orbital gap (spin up / spin down): 6.85 / 6.71 eV